[1]
Formula: C17H19N5O2
Source: OMol25
Level of theory: the ωB97M-V functional and the def2-TZVPD basis

Geometry (Å):
1 C -6.12022 -1.08793 1.11764
2 C -5.64083 -0.74768 -0.29493
3 C -4.29391 -0.08613 -0.25902
4 C -4.10717 1.26597 -0.19266
5 C -5.23851 2.24723 -0.18939
6 N -2.87466 1.84049 -0.13327
7 C -1.84013 1.05607 -0.13696
8 N -0.60372 1.64734 -0.07261
9 C 0.63833 1.07007 -0.06652
10 N 0.72408 -0.27476 -0.12547
11 C 1.91045 -0.83253 -0.12126
12 C 1.94675 -2.32324 -0.18859
13 C 3.08928 -0.04310 -0.05552
14 C 4.39611 -0.56764 -0.04740
15 C 5.47397 0.28217 0.01890
16 O 6.77712 -0.09967 0.03316
17 C 7.07739 -1.47328 -0.02544
18 C 5.26695 1.68217 0.07910
19 C 4.01290 2.21113 0.07243
20 C 2.88634 1.36243 0.00455
21 N 1.65326 1.89951 -0.00219
22 N -1.92460 -0.28686 -0.19945
23 C -3.14504 -0.96550 -0.26204
24 O -3.15295 -2.18095 -0.31757
25 H -6.19138 -0.19134 1.73018
26 H -5.41959 -1.77323 1.58780
27 H -7.09797 -1.56254 1.08056
28 H -6.36941 -0.10505 -0.79067
29 H -5.54467 -1.67595 -0.86142
30 H -4.83479 3.24960 -0.08490
31 H -5.92313 2.04633 0.63116
32 H -5.79776 2.18450 -1.12151
33 H -0.61055 2.65757 -0.02783
34 H 2.49063 -2.64708 -1.07449
35 H 0.93355 -2.71300 -0.23098
36 H 2.44820 -2.72806 0.68899
37 H 4.52604 -1.63642 -0.09401
38 H 8.16368 -1.53903 -0.00233
39 H 6.66410 -2.01113 0.83385
40 H 6.70722 -1.92546 -0.95117
41 H 6.14279 2.30999 0.13027
42 H 3.84586 3.27498 0.11787
43 H -1.04401 -0.81003 -0.19686

Output
ΔE to the lowest compared entry with this formula, charge and spin = 0.0 kcal/mol
LUMO energy = -0.25 eV
SMILES string = CCc1c(C)nc(Nc2nc(C)c3cc(OC)ccc3n2)[nH]c1=O

[2]
Formula: C25H52O13P2S
Source: OMol25
Level of theory: the ωB97M-V functional and the def2-TZVPD basis

Geometry (Å):
1 C -1.66166 -3.89681 3.68784
2 C -3.10884 -3.93086 4.14536
3 O -3.35600 -4.32385 5.21119
4 O -4.15367 -3.52301 3.34942
5 C -4.04596 -2.18556 2.86479
6 C -5.04719 -1.22913 3.55282
7 C -5.10026 -1.33549 5.09339
8 O -4.40409 -0.28562 5.82692
9 S -2.95975 0.06692 5.19562
10 O -2.09952 -1.08578 5.24023
11 O -2.35727 1.11307 6.38140
12 P -0.67853 1.22262 6.41009
13 P 0.08358 1.51234 4.37587
14 O 0.98246 2.66119 4.37990
15 O 0.92338 0.22211 3.90104
16 O -1.08868 1.79181 3.28435
17 H -1.29737 -4.87825 3.38497
18 H -1.07488 -3.53401 4.53037
19 H -1.50402 -3.17181 2.88363
20 H -4.33546 -2.21086 1.80617
21 H -3.03236 -1.77970 2.88363
22 H -4.87568 -0.21643 3.17680
23 H -6.03592 -1.52095 3.18349
24 H -4.77626 -2.30530 5.47799
25 H -6.14910 -1.23928 5.37992
26 H -0.18887 -0.06941 6.75208
27 H 1.57555 0.56699 3.26602
28 H -1.83218 2.24778 3.70817
29 C 0.59529 0.09179 0.12266
30 C 2.01315 -0.32228 -0.25070
31 C 1.82148 -1.78120 -0.63413
32 O 0.49510 -1.89502 -1.16348
33 C -0.23236 -0.69360 -0.88144
34 H 0.42107 1.16620 0.06928
35 H 0.36563 -0.24135 1.13962
36 H 2.35193 0.25107 -1.11698
37 H 2.73720 -0.18463 0.55164
38 H 1.89398 -2.43541 0.24174
39 H 2.54250 -2.11878 -1.37924
40 H -0.34756 -0.14069 -1.81935
41 H -1.22462 -0.94615 -0.50490
42 C 2.92388 6.99314 2.28386
43 C 2.32366 6.13537 3.39046
44 C 2.86325 4.75841 3.04300
45 O 4.13505 4.96307 2.41000
46 C 4.28961 6.35005 2.09400
47 H 2.98454 8.05263 2.53103
48 H 2.33119 6.88862 1.37131
49 H 2.71071 6.45564 4.36121
50 H 1.23603 6.16695 3.43126
51 H 2.21123 4.24286 2.33116
52 H 2.98922 4.12318 3.91700
53 H 5.02827 6.77471 2.78302
54 H 4.66637 6.45387 1.07464
55 C -3.73839 -2.31457 -4.77655
56 C -3.99946 -3.13143 -3.51807
57 C -3.41162 -2.23530 -2.43961
58 O -3.56711 -0.88668 -2.89451
59 C -3.94835 -0.89540 -4.27586
60 H -4.38930 -2.57077 -5.61039
61 H -2.70456 -2.44736 -5.09930
62 H -5.07619 -3.24603 -3.36532
63 H -3.55148 -4.12441 -3.53627
64 H -2.34128 -2.42586 -2.30504
65 H -3.90990 -2.35510 -1.47532
66 H -5.00289 -0.60430 -4.33787
67 H -3.35374 -0.16323 -4.82352
68 C -1.11808 -3.52533 -9.08868
69 C -0.44705 -2.17164 -8.90870
70 C -1.60495 -1.31205 -8.42680
71 O -2.48584 -2.17760 -7.70108
72 C -2.10564 -3.53863 -7.93278
73 H -0.42595 -4.36613 -9.06533
74 H -1.65457 -3.55119 -10.04053
75 H 0.31945 -2.23731 -8.13243
76 H 0.01916 -1.78703 -9.81493
77 H -2.16321 -0.88857 -9.26855
78 H -1.28208 -0.49575 -7.77903
79 H -1.63975 -3.92136 -7.01758
80 H -2.99487 -4.13403 -8.14433
81 C 6.02578 2.62597 1.40385
82 C 7.44504 2.21109 1.04161
83 C 7.25221 0.75378 0.64813
84 O 5.92872 0.64504 0.10979
85 C 5.20462 1.84945 0.39304
86 H 5.85329 3.69655 1.35637
87 H 5.78617 2.28707 2.41482
88 H 7.79150 2.78898 0.18059
89 H 8.16362 2.34197 1.84997
90 H 7.31707 0.09535 1.52135
91 H 7.97690 0.41656 -0.09456
92 H 5.09398 2.40544 -0.54459
93 H 4.21147 1.59866 0.76788

Output
LUMO energy = 0.04 eV

[3]
Formula: C32H35N4
Source: OMol25
Level of theory: the ωB97M-V functional and the def2-TZVPD basis

Geometry (Å):
1 C 3.34184 0.78470 3.93577
2 N 2.50505 -0.37999 4.14989
3 C 2.12803 -1.28816 3.13738
4 C 2.40894 -1.20145 1.82277
5 N 1.46166 -2.34256 3.79801
6 C 1.02120 -3.56515 3.15459
7 C 1.48118 -2.12021 5.19454
8 C 2.13510 -0.89402 5.41467
9 C 2.36306 -0.44329 6.71004
10 C 1.93771 -1.22161 7.76846
11 C 1.29011 -2.43243 7.55086
12 C 1.05488 -2.89155 6.26998
13 H 3.46245 1.33959 4.86136
14 H 4.32111 0.47901 3.57613
15 H 2.88175 1.43654 3.19861
16 H 2.10132 -1.95817 1.13165
17 H 2.95772 -0.37612 1.41959
18 H 0.50850 -4.20448 3.86706
19 H 0.33582 -3.32749 2.34595
20 H 1.87538 -4.10162 2.74925
21 H 2.87462 0.48580 6.88833
22 H 2.12743 -0.89860 8.77988
23 H 0.98735 -3.02914 8.39682
24 H 0.56398 -3.83528 6.11143
25 C -3.11618 1.98572 3.50321
26 N -2.61831 1.68938 2.16844
27 C -1.31312 1.41253 1.85846
28 C -1.19459 1.18261 0.49014
29 C 0.03662 0.98650 -0.18739
30 C 0.19860 0.65688 -1.56652
31 C -0.62614 -0.29040 -2.21296
32 C -0.53249 -0.53562 -3.55989
33 C 0.43540 0.15494 -4.33117
34 N 0.58132 -0.11998 -5.69268
35 C -0.21232 -1.17723 -6.34876
36 C -1.59001 -1.34097 -5.71147
37 C -1.45696 -1.53999 -4.19565
38 C 1.65788 0.50439 -6.48879
39 C 1.99177 1.91109 -6.00212
40 C 2.28496 1.89953 -4.49558
41 C 1.28720 1.09594 -3.70272
42 C 1.18702 1.29915 -2.34857
43 C -2.51876 1.36691 -0.06697
44 C -3.00704 1.36255 -1.37872
45 C -4.34607 1.56766 -1.59742
46 C -5.21937 1.78881 -0.52832
47 C -4.76115 1.84520 0.76691
48 C -3.39407 1.64916 0.99961
49 H -4.18906 2.14619 3.48352
50 H -2.90303 1.14897 4.16221
51 H -2.64443 2.88100 3.90180
52 H -0.50071 1.38353 2.56117
53 H 0.93093 1.21571 0.36856
54 H -1.34230 -0.83664 -1.62558
55 H -0.29815 -0.95694 -7.41546
56 H 0.35222 -2.11038 -6.27392
57 H -2.19509 -0.44773 -5.91089
58 H -2.13845 -2.17509 -6.17261
59 H -1.06355 -2.54150 -3.98472
60 H -2.44657 -1.50194 -3.71798
61 H 2.54199 -0.13417 -6.41446
62 H 1.37520 0.51271 -7.54432
63 H 2.84505 2.32353 -6.55911
64 H 1.15430 2.58670 -6.21762
65 H 3.29053 1.49751 -4.31565
66 H 2.29850 2.92655 -4.10721
67 H 1.83626 2.01433 -1.87562
68 H -2.33877 1.22158 -2.20497
69 H -4.73190 1.55777 -2.60482
70 H -6.27356 1.90291 -0.72233
71 H -5.43979 2.01633 1.58593

Output
ΔE to the lowest compared entry with this formula, charge and spin = 0.0 kcal/mol
LUMO energy = -4.24 eV
net charge = +1

[4]
Formula: C21H28ClN9O2
Source: OMol25
Level of theory: the ωB97M-V functional and the def2-TZVPD basis

Geometry (Å):
1 N 2.50034 5.13571 4.94345
2 C 2.67698 4.23601 3.99075
3 N 2.99664 4.72353 2.82011
4 C 3.15121 3.81049 1.89262
5 N 3.51833 4.35134 0.70446
6 C 2.93136 2.45056 2.05576
7 N 3.09373 1.54758 1.05684
8 C 2.85007 0.26043 1.38937
9 C 3.17446 -0.74887 0.36210
10 C 2.40896 -1.90647 0.12780
11 C 2.78371 -2.81022 -0.87567
12 C 3.93386 -2.57591 -1.64088
13 C 4.70566 -1.43365 -1.41240
14 Cl 6.15653 -1.10965 -2.32681
15 C 4.31537 -0.53206 -0.42813
16 C 2.40882 -0.06621 2.71505
17 N 2.19196 -1.32562 3.21005
18 N 2.24534 0.83174 3.68398
19 C 2.52004 2.10222 3.35416
20 N 2.38650 3.00494 4.31710
21 H 2.30669 6.04469 4.55221
22 H 1.89315 4.77111 5.66356
23 H 3.33685 3.74988 -0.09316
24 H 3.31268 5.34008 0.64438
25 H 1.51164 -2.10718 0.70576
26 H 2.17976 -3.69472 -1.05929
27 H 4.23213 -3.27845 -2.41307
28 H 4.92911 0.35120 -0.27395
29 H 2.08122 -1.30142 4.22048
30 H 2.78210 -2.05284 2.81872
31 C -1.15048 -0.24740 1.38773
32 C -2.14831 -0.50124 0.24947
33 C -1.56566 -0.28365 -1.16450
34 C -1.12913 1.18334 -1.35846
35 C -2.49967 -0.70649 -2.33403
36 N -3.68515 0.16887 -2.47505
37 C -4.88444 0.15477 -1.88417
38 C -5.29933 -0.88414 -0.85764
39 O -5.69479 1.01112 -2.19635
40 C -2.79382 -2.21460 -2.47031
41 O -2.24869 -3.04054 -1.75007
42 N -3.71121 -2.57140 -3.38024
43 C -4.13832 -3.94846 -3.63051
44 H -0.86049 0.80228 1.42265
45 H -1.61727 -0.50631 2.33853
46 H -0.26751 -0.86735 1.25193
47 H -3.00084 0.16106 0.39510
48 H -2.49351 -1.52987 0.34278
49 H -0.66589 -0.89691 -1.24294
50 H -0.30384 1.42137 -0.68717
51 H -0.77826 1.33949 -2.37840
52 H -1.95947 1.85982 -1.15281
53 H -1.91009 -0.50625 -3.22836
54 H -3.57721 0.95391 -3.09856
55 H -6.25818 -1.30035 -1.16060
56 H -4.58299 -1.68965 -0.75595
57 H -5.41500 -0.38889 0.10434
58 H -4.14299 -1.83565 -3.91823
59 H -5.09308 -3.95762 -4.15889
60 H -4.25148 -4.48117 -2.68342
61 H -3.38815 -4.46630 -4.23122

Output
LUMO energy = -0.43 eV
SMILES string = Nc1nc(N)c2nc(-c3cccc(Cl)c3)c(N)nc2n1.CC[C@H](C)[C@H](NC(C)=O)C(=O)NC

Number 1: electronic energy -1083.54897 Eh, maximum force 0.018 Eh/bohr, M 325.37 g mol⁻¹. Number 2: electronic energy -3042.73809 Eh, maximum force 0.070 Eh/bohr, M 654.69 g mol⁻¹. Number 3: electronic energy -1459.20282 Eh, maximum force 0.039 Eh/bohr, M 475.66 g mol⁻¹. Number 4: electronic energy -1920.61612 Eh, maximum force 0.060 Eh/bohr, M 473.97 g mol⁻¹.